2 unconnected molecules or ions with the total composition C4H12S2 at a distorted geometry. Source: the OMol25 dataset; level of theory: ωB97M-V/def2-TZVPD.

Geometry as ORCA input:
```
! RIJCOSX wB97M-V def2-TZVPD def2/J DEFGRID3
* xyz 0 1
C -0.852 2.565 -4.040
C -0.813 1.050 -3.735
S -2.140 0.787 -2.486
H -0.581 3.229 -3.159
H -1.720 2.677 -4.569
H -0.069 2.794 -4.816
H -1.304 0.496 -4.696
H 0.183 0.692 -3.543
H -1.700 1.455 -1.447
C 1.962 0.260 3.508
C 2.229 -1.178 3.193
S 0.736 -2.244 3.002
H 2.486 0.775 4.375
H 0.920 0.422 3.998
H 2.136 0.805 2.636
H 2.722 -1.126 2.176
H 2.923 -1.578 4.074
H 1.317 -3.507 3.155
*
```

Computed properties:
Calculated total energy = -26011.274 eV
Energy above the lowest of the compared OMol25 structures with the same formula, charge and spin = 42.5 kcal/mol
HOMO-LUMO gap = 0.3576 Eh
SMILES = CCS.CCS
LUMO = 0.8 eV

Here are the Löwdin charges for atoms 1 to 8, given in e: C -0.225; C -0.600; S 0.662; H 0.091; H 0.016; H 0.076; H 0.114; H 0.048